C20H38BeNO13 as an isolated structure. Source: the OMol25 dataset; level of theory: wB97M-V/def2-TZVPD.

LUMO in eV: -7.561
Total charge: +1

CARTESIAN COORDINATES (ANGSTROEM)
H: -32.74405 26.49147 -5.86072
H: -32.06784 24.90153 2.70417
H: -27.05244 23.74056 -2.95837
O: -26.33377 22.14516 2.53358
C: -30.30744 25.44916 3.93769
C: -26.97503 21.97730 3.54602
H: -29.03157 20.36054 -3.42900
C: -32.70620 22.56756 -0.35799
C: -26.99256 22.89571 -3.64339
C: -28.10719 18.75084 -0.06581
H: -27.43314 16.44529 1.38408
H: -34.21804 24.49185 -3.35028
O: -27.33034 23.00844 -0.09273
O: -30.92154 26.45336 1.87968
C: -33.23845 24.89558 -3.07967
O: -25.52610 21.89415 -1.96998
H: -32.44370 26.13238 0.44385
H: -30.50646 24.44278 2.16590
H: -27.83632 17.26387 2.93926
H: -27.76189 20.47554 -4.81007
C: -31.39684 26.43293 0.55122
C: -27.73351 17.38036 1.86304
O: -30.68117 24.39802 4.81560
H: -26.33248 23.17210 -4.46523
H: -31.41858 25.57819 6.33010
H: -29.21625 25.51038 3.84752
O: -29.36377 23.34902 -0.53607
H: -30.44431 26.36056 4.53382
H: -29.59362 22.21198 4.50602
H: -33.47279 22.16355 0.30177
C: -31.04658 25.28528 2.62660
C: -28.34488 22.35180 -4.04064
H: -29.87891 24.69018 6.67269
Be: -25.08222 22.13180 0.61253
O: -26.65223 18.30798 1.73096
C: -32.45207 23.76814 -2.44048
C: -28.00175 20.89428 3.82476
C: -30.86298 24.64655 6.20152
H: -29.13959 22.77444 -3.42750
H: -29.62865 17.30381 0.79988
C: -32.97121 26.45637 -4.79133
H: -27.39730 20.02879 4.10146
N: -28.53017 22.62991 -0.00029
O: -28.85019 21.65472 0.69997
C: -27.69087 22.37748 5.62271
C: -26.76800 19.02678 0.62942
O: -32.50259 25.25419 -4.24143
O: -25.95359 19.86290 0.30151
O: -26.80670 22.80223 4.59514
H: -34.01775 26.76960 -4.76607
H: -30.82574 25.70234 -0.03150
O: -33.30963 23.21047 -1.45495
H: -28.61121 19.70528 -0.20598
H: -31.24213 27.45924 0.22736
H: -31.46835 24.08099 -2.07916
O: -27.11288 20.64315 -2.93314
C: -26.39835 21.76122 -2.79198
H: -28.09293 18.15491 -0.97605
H: -27.16379 21.63550 6.23610
H: -33.41755 25.69919 -2.36086
H: -28.59595 20.76709 2.92204
C: -28.16475 20.85032 -3.86722
C: -28.83259 18.01025 1.04423
H: -31.47174 23.82989 6.58351
H: -32.01830 21.72134 -0.47952
H: -32.38588 27.30123 -4.41037
H: -28.61175 22.43111 -5.09377
H: -29.46242 18.64750 1.67405
H: -27.88513 23.13634 6.37744
H: -29.25370 20.92156 5.68546
H: -32.06200 23.23305 0.22656
C: -28.81764 21.58029 4.93680
H: -32.25226 22.96202 -3.15390

Forces on atoms 1 to 6 (eV/Å):
0.12 -0.47 -0.02
-0.23 0.49 0.48
-0.02 0.11 -0.15
1.84 -0.05 -2.03
0.02 0.90 2.31
0.00 0.57 1.02

Löwdin population analysis, charges in e, atoms 1 to 4: H 0.08; H 0.13; H 0.13; O 0.05